# 1
This record from the OMol25 dataset describes C38H54N7O2RhSeSi2Te as an isolated structure in a non-equilibrium geometry. The level of theory is wB97M-V/def2-TZVPD.

Geometry as XYZ:
```
106
Properties=species:S:1:pos:R:3:mulliken_charge:R:1
Rh 1.0085 -0.7506 -0.6063 1.2016
C 2.7034 1.4337 2.9753 -1.4762
C 2.3109 0.9044 1.5949 0.0983
N 1.2268 0.5312 1.1150 1.7811
N 0.0850 0.4966 2.0191 -0.4797
C -0.8689 -0.2464 1.5757 -0.1198
O -0.7957 -1.0571 0.5893 -0.7229
C -2.1498 -0.2029 2.3334 0.2322
C -3.2354 -0.9111 1.7090 -0.2923
C -4.4332 -0.8661 2.4038 -0.5750
C -4.5840 -0.3009 3.6748 -0.5093
C -3.5091 0.4293 4.3065 -0.9445
C -2.3569 0.4221 3.5671 0.2406
C 3.4809 1.0249 0.6082 0.7514
C 4.5362 1.8781 0.8589 -0.8032
C 5.6165 1.8279 -0.0056 -0.9648
C 5.4647 1.0482 -1.1347 -0.5483
C 4.2960 0.4884 -1.4477 -0.7273
N 3.3289 0.3868 -0.5419 0.4559
H 1.9701 2.1152 3.4509 0.1203
H 3.6993 1.7392 3.0035 0.5168
H 2.4803 0.6909 3.7915 0.3458
H -3.1320 -1.2813 0.7227 0.3276
H -5.2894 -1.3796 1.9997 0.4880
H -5.5129 -0.3368 4.3002 0.3676
H -3.6128 0.9231 5.3105 0.4040
H -1.4751 0.8887 3.9850 0.4692
H 4.7084 2.4857 1.7375 0.4669
H 6.5136 2.4247 0.1239 0.4689
H 6.3042 0.9872 -1.8766 0.3628
H 4.0874 -0.0225 -2.3817 0.4807
C -1.7658 -3.2675 -1.2846 -0.8370
N -2.5895 -2.2637 -1.9729 0.3216
C -3.9719 -2.3112 -2.2165 -0.4962
C -4.2691 -1.1560 -2.8279 -0.6403
N -3.1065 -0.4733 -3.0906 0.3714
C -3.0380 0.7875 -3.8155 -0.8751
C -2.0659 -1.1435 -2.5389 -0.1051
Se -0.2735 -0.7455 -2.8959 -0.3325
H -1.8956 -3.2874 -0.2111 0.1813
H -0.7280 -3.0368 -1.4956 0.1581
H -2.0018 -4.2375 -1.7032 0.4677
H -4.5616 -3.2430 -1.9978 0.4623
H -5.2839 -0.9940 -3.1200 0.5322
H -3.7806 0.9495 -4.5679 0.3749
H -2.0708 0.7782 -4.3664 0.3502
H -2.9023 1.6777 -3.2234 0.1999
C 0.1496 6.3778 1.0801 -1.2634
Si -0.2179 4.5040 1.0775 0.1119
C -0.5956 3.6898 2.7688 -0.1638
C 1.2755 3.7138 0.3114 -0.6245
C -1.8706 4.3933 -0.0628 -1.0423
Te -2.5082 2.4250 0.2420 0.5373
C -4.1819 2.8819 1.2269 -0.5954
Si -5.7336 3.0862 0.1169 0.1455
C -6.0678 1.4158 -0.7214 -0.4931
C -7.1023 3.1508 1.4387 -1.0420
C -5.4799 4.2989 -1.2159 -1.0013
H 1.1616 6.5344 0.6354 0.3198
H 0.0958 6.8428 2.1124 0.3243
H -0.4482 6.9565 0.4572 0.4362
H 0.1345 4.0197 3.4832 0.6217
H -0.5129 2.6008 2.5690 -0.5587
H -1.5848 3.8713 3.2773 0.3150
H 2.2088 3.8408 0.9586 0.2424
H 1.6658 4.2536 -0.5500 0.5696
H 1.1264 2.6899 -0.1111 -0.1770
H -1.6793 4.5838 -1.1520 0.5397
H -2.4705 5.0724 0.5143 0.3642
H -3.8576 3.9122 1.4919 0.3509
H -4.1438 2.3121 2.1617 0.2565
H -6.7654 1.6271 -1.5561 0.3993
H -6.5079 0.6169 -0.0662 0.2884
H -5.1716 0.9548 -1.1180 -0.2114
H -6.8042 2.4157 2.2449 0.2649
H -8.1171 2.9345 1.1026 0.3791
H -7.1558 4.1586 1.9244 0.3301
H -4.7370 4.0183 -1.9318 0.3662
H -5.3449 5.3506 -0.9182 0.3539
H -6.2872 4.1223 -1.9324 0.3803
C 6.4118 -4.5249 -0.4944 -0.9505
N 5.0273 -4.2051 -0.1059 0.1449
N 4.1211 -3.7031 -1.0430 0.8607
C 3.1343 -3.0561 -0.4048 0.2586
O 2.0871 -2.5400 -0.9188 -1.1432
C 3.5279 -3.0713 0.9772 -0.6717
C 4.6873 -3.7243 1.0766 0.6051
C 5.4283 -3.9549 2.3585 -1.7400
C 4.0776 -4.4991 -2.2160 -0.3182
C 4.7133 -4.0838 -3.3762 -0.4889
C 4.7120 -5.0209 -4.4133 -0.6001
C 4.0139 -6.2196 -4.3612 -0.5570
C 3.3697 -6.5700 -3.2091 -0.7043
C 3.4233 -5.7326 -2.1275 0.1951
H 6.9514 -3.5950 -0.7652 0.3043
H 6.3566 -5.2337 -1.3091 0.3029
H 6.9062 -4.8867 0.4401 0.3876
H 2.9497 -2.4947 1.6736 0.5336
H 4.9083 -3.3864 3.1268 0.3741
H 6.4307 -3.5376 2.3336 0.4532
H 5.3899 -4.9998 2.6244 0.3519
H 5.1485 -3.1242 -3.3912 0.5638
H 5.2845 -4.7237 -5.3279 0.3398
H 4.1444 -6.9416 -5.1181 0.4519
H 2.7790 -7.4857 -3.1261 0.3856
H 2.9828 -6.1157 -1.1965 0.3868
```

Values from the calculation:
- Relative energy (zero: lowest compared OMol25 entry of this formula, charge and spin): 283.8 kJ/mol
- Multiplicity: 5
- Kohn-Sham gap (alpha / beta): 7.939 / 5.487 eV
- E_LUMO (alpha / beta): -4.40 / -7.20 eV
- Total charge: +2


# 2
This record from the OMol25 dataset describes C38H55As2BMnN2O2 as an isolated structure in a non-equilibrium geometry. The level of theory is wB97M-V/def2-TZVPD.

Geometry as XYZ:
```
101
Properties=species:S:1:pos:R:3:mulliken_charge:R:1
Mn 1.1719 0.6111 0.3370 -0.2919
C 4.2976 -1.1865 2.2774 -1.2250
As 3.0604 0.2792 2.2136 0.8273
C 4.0377 1.9065 2.5370 -1.1061
C 2.0717 0.1330 3.9037 -0.1186
C 2.5371 -0.4280 5.0623 -0.5273
C 1.7889 -0.5798 6.2075 -0.9730
C 0.5566 0.0266 6.2124 -0.5979
C 0.0246 0.7154 5.1067 -1.3177
C 0.7595 0.6746 3.9233 0.2488
As -0.1143 1.3408 2.3255 1.1774
C -1.8418 0.4964 2.4306 -1.2517
C -0.4027 3.1838 2.7905 -1.4019
H 5.0595 -1.0766 3.0691 0.5114
H 4.8078 -1.3910 1.2883 0.3637
H 3.7231 -2.1813 2.3882 0.2562
H 4.4845 1.8277 3.5514 0.4740
H 3.2316 2.6850 2.4251 0.2576
H 4.7227 2.0668 1.7131 0.3926
H 3.5043 -0.8306 5.0715 0.4799
H 2.2054 -1.0600 7.1108 0.4007
H -0.0777 -0.1390 7.1704 0.2647
H -0.9977 1.0323 5.1889 0.4137
H -2.2845 0.7374 3.3372 0.9890
H -1.7256 -0.6315 2.3616 0.1817
H -2.3548 0.8517 1.5755 0.0262
H -0.3663 3.3546 3.8695 0.4186
H -1.3338 3.5544 2.3603 0.4198
H 0.4427 3.5325 2.2718 0.4747
C -5.2510 -0.4295 0.8670 -1.5164
C -4.3181 -0.3401 -0.3659 2.3018
C -5.2670 -0.9050 -1.5027 -1.5201
C -3.9082 1.0424 -0.6082 0.0121
C -4.8147 2.0734 -0.4042 -0.9671
C -4.4826 3.4393 -0.7118 -1.5720
C -3.2685 3.6936 -1.3895 -0.9527
C -2.3612 2.6707 -1.7499 -0.0971
C -1.0776 3.0901 -2.4078 0.1532
C -0.0660 3.5623 -1.4115 -1.5734
C -0.3782 2.0185 -3.2365 -1.8111
C -2.6757 1.4327 -1.1482 0.6187
N -1.7507 0.3578 -1.4075 0.9241
B -0.4672 -0.0515 -0.9476 3.0809
N -0.0755 -1.2035 -1.6852 1.0351
C -1.1862 -1.4610 -2.6185 -0.9766
C -2.1448 -0.5292 -2.4320 -0.9726
C 1.0389 -2.1339 -1.4298 0.9198
C 1.9233 -2.4617 -2.4276 0.6025
C 2.9489 -3.3948 -2.0723 -1.3243
C 3.1693 -3.8876 -0.8128 -1.6947
C 2.1728 -3.5764 0.1536 -0.2320
C 1.1024 -2.6769 -0.0697 -0.0262
C 0.0460 -2.4158 1.0357 3.4992
C 0.4623 -3.0275 2.4179 -1.9351
C -1.3756 -2.8894 0.7427 -1.3963
C 2.1116 -2.0013 -3.9155 0.2875
C 1.3495 -2.8468 -4.9112 -1.3631
C 1.9571 -0.4821 -4.0520 -1.2528
H -4.8118 0.1190 1.7355 0.3080
H -5.3896 -1.4338 1.2520 0.4515
H -6.2346 0.0080 0.6312 0.4153
H -3.3818 -0.9967 -0.3909 -0.7006
H -5.7652 -1.9336 -1.2354 0.3357
H -4.7953 -1.0653 -2.4370 0.3802
H -6.0860 -0.2332 -1.7637 0.3655
H -5.7608 1.9836 0.1656 0.2496
H -5.2052 4.2217 -0.5563 0.4483
H -3.1184 4.6924 -1.8806 0.3810
H -1.3486 3.9211 -3.0395 1.0800
H 0.0031 2.8138 -0.5927 -0.0832
H -0.3821 4.5587 -0.9299 0.4000
H 0.8372 3.6266 -1.9731 0.5026
H 0.1038 1.2617 -2.6441 -0.2078
H 0.3004 2.6177 -3.8832 0.5964
H -1.0107 1.5757 -3.9252 0.6478
H -1.2380 -2.2664 -3.3147 0.3847
H -2.9986 -0.3860 -3.0927 0.6847
H 3.5852 -3.7351 -2.8595 0.4858
H 3.9628 -4.5880 -0.6508 0.5223
H 2.2610 -4.2308 1.1274 0.2453
H 0.0422 -1.3151 1.3217 -2.7355
H 0.2967 -4.0746 2.4851 0.4244
H -0.2689 -2.5912 3.1366 0.3466
H 1.4869 -2.8167 2.5559 0.4013
H -1.4202 -3.9568 0.5554 0.4979
H -1.6641 -2.4912 -0.2484 -0.0253
H -2.1072 -2.5581 1.4423 0.4815
H 3.1507 -2.2518 -4.0694 0.7519
H 0.2207 -2.8323 -4.7445 0.1177
H 1.6478 -3.9031 -4.7860 0.3719
H 1.5662 -2.6225 -5.9688 0.4045
H 0.9232 -0.1981 -4.0562 0.2351
H 2.4964 -0.1082 -4.9479 0.4700
H 2.4992 -0.0192 -3.2533 -0.1414
C 3.7028 2.4438 -1.9998 -1.7350
C 2.7122 1.9079 -1.0051 0.5987
O 2.2781 0.7270 -1.2612 -0.1871
O 2.5385 2.5525 0.0560 -0.4433
H 4.6256 1.9590 -1.6844 0.4840
H 3.8196 3.5019 -1.9473 0.3607
H 3.5251 1.9436 -2.9019 0.4105
```

Values from the calculation:
- Multiplicity: 5
- Kohn-Sham gap (alpha / beta): 7.062 / 8.031 eV
- E_LUMO (alpha / beta): -3.56 / -2.66 eV
- Total charge: +1